1.
41
Properties=species:S:1:pos:R:3 method="wB97M-V/def2-TZVPD" lumo_ev="-7.05 / -11.18" e_homo_ev="-13.049 / -14.501" e_tot_ev=-53079.346 total_charge=+2 multiplicity=6 gap_ev="6.00 / 3.32"
Ir 7.936 10.678 6.806
S 7.930 12.943 6.589
F 3.261 8.730 8.287
F 3.654 9.569 10.921
F 7.867 11.281 9.736
F 6.144 10.570 11.615
F 4.849 9.761 6.313
N 9.731 10.648 5.878
N 10.150 11.846 5.534
N 8.275 8.776 6.563
N 10.194 14.075 5.765
C 4.275 9.551 8.613
C 12.672 9.930 5.973
C 10.336 9.489 5.516
C 7.638 6.506 6.865
C 9.561 12.933 6.032
C 13.617 8.349 3.769
C 8.757 6.075 6.167
C 9.701 6.983 5.764
C 14.025 9.640 5.783
C 9.504 8.357 6.008
C 7.358 7.844 6.872
C 6.772 10.634 9.296
C 14.518 8.938 4.689
C 4.567 9.873 9.945
C 5.836 10.326 10.330
C 6.413 10.376 7.984
C 5.179 9.894 7.626
C 11.726 9.389 5.059
C 12.264 8.720 3.898
H 7.030 5.728 7.329
H 14.725 9.915 6.634
H 10.614 6.626 5.268
H 12.317 10.561 6.768
H 9.002 4.989 6.159
H 15.628 8.855 4.646
H 6.380 8.158 7.135
H 13.856 7.681 2.973
H 9.626 14.917 5.752
H 11.504 8.382 3.143
H 11.118 14.143 5.349


2.
77
Properties=species:S:1:pos:R:3 method="wB97M-V/def2-TZVPD" lumo_ev=-0.92 e_homo_ev=-10.417 smiles="O=C1OC[C@@H](F)O1.O=C1OC[C@@H](F)O1.O=C1OC[C@@H](F)O1.O=C1OC[C@@H](F)O1.C[N+](=O)[O-].C[N+](=O)[O-].C[N+](=O)[O-].ClCCCl.ClCCCl" e_tot_ev=-122448.401 total_charge=0 gap_ev=9.50
Cl -9.394 20.196 27.542
Cl -1.141 14.384 28.593
Cl -7.019 17.582 28.939
Cl -0.773 14.298 25.354
F -2.986 11.714 28.893
F -5.115 18.586 33.766
F -5.487 20.147 22.821
F -3.156 23.780 30.334
O -5.870 19.503 25.505
O -3.521 17.416 32.800
O -6.897 11.529 28.496
O -4.807 10.839 27.783
O -6.068 24.046 28.715
O -4.616 21.067 24.594
O -3.927 15.952 31.028
O -5.312 24.512 30.648
O -5.379 12.861 27.706
O -2.332 17.802 23.132
O -2.363 18.718 29.196
O -5.945 21.638 26.335
O -3.341 16.279 24.123
O -4.585 18.107 31.005
O -7.166 25.581 29.981
O 1.625 18.639 31.948
O -4.102 19.537 28.227
O -0.361 19.375 32.203
N 0.403 18.539 31.841
N -2.542 16.628 23.327
N -3.310 18.619 28.424
C -1.807 15.646 22.522
C -3.990 18.735 33.059
C -0.078 17.158 31.597
C -6.303 24.725 29.826
C -7.925 20.242 28.561
C -4.976 18.808 24.630
C -4.565 19.994 23.756
C -7.931 19.001 29.594
C 0.475 13.660 26.449
C -0.178 13.164 27.752
C -4.487 23.445 30.224
C -3.981 17.045 31.580
C -5.002 23.127 28.784
C -5.509 20.763 25.562
C -5.780 11.758 27.961
C -4.344 19.331 31.642
C -3.585 17.358 27.776
C -4.098 12.876 27.208
C -3.595 11.530 27.704
H 0.004 16.736 32.599
H -3.240 19.385 33.508
H -3.045 17.446 26.833
H -5.252 19.932 31.672
H -5.278 22.073 28.756
H -3.550 19.900 31.157
H -4.669 17.306 27.676
H -4.288 23.416 28.012
H 0.974 12.884 25.869
H -3.160 16.530 28.343
H -8.959 18.703 29.800
H -8.050 21.131 29.179
H 0.651 12.802 28.359
H -4.672 22.646 30.942
H -2.894 11.028 27.038
H -4.152 18.294 25.126
H -1.145 17.289 31.413
H -7.061 20.321 27.902
H -1.879 14.637 22.928
H -7.499 19.280 30.555
H -0.756 15.911 22.408
H -2.117 15.535 21.483
H -4.111 12.728 26.128
H -0.762 12.250 27.642
H 0.449 16.671 30.777
H -3.469 13.706 27.530
H -5.361 17.997 24.013
H 1.125 14.476 26.763
H -3.664 19.774 23.184


3.
18
Properties=species:S:1:pos:R:3 method="wB97M-V/def2-TZVPD" lumo_ev=-0.54 e_homo_ev=-8.920 e_tot_ev=-13421.557 total_charge=0 gap_ev=8.38 de_lowest_kcal_mol=134.1
O 3.860 -1.337 -0.102
O 3.884 0.897 0.041
N 1.617 1.307 -0.111
N -0.399 0.509 -0.857
C 4.703 -0.111 -0.038
C -1.836 -1.021 0.349
C -1.791 0.327 -0.581
C 2.664 -1.026 -0.070
C 2.558 0.458 0.031
C 0.244 1.156 0.001
H -1.804 -1.839 -0.310
H 5.521 -0.084 -0.750
H -2.779 -0.834 0.879
H 5.211 -0.073 0.874
H -0.278 1.939 0.573
H -2.240 1.100 0.112
H -1.028 -1.059 1.093
H -2.364 0.251 -1.542


4.
13
Properties=species:S:1:pos:R:3 method="wB97M-V/def2-TZVPD" lumo_ev=0.89 e_homo_ev=-10.383 smiles="C=C[C@@H](C)C#N" e_tot_ev=-6786.361 total_charge=0 gap_ev=11.27 de_lowest_kcal_mol=49.6
N -1.859 -1.773 0.043
C 1.085 -0.361 0.555
C -1.112 -0.920 0.313
C 1.299 -1.116 -0.437
C -0.275 0.301 0.720
C -0.726 1.313 -0.387
H -0.513 0.740 1.710
H 0.559 -1.449 -1.225
H 1.777 -0.084 1.394
H -1.667 1.973 -0.135
H 2.311 -1.482 -0.542
H -0.927 0.806 -1.282
H 0.048 2.051 -0.726


5.
98
Properties=species:S:1:pos:R:3 method="wB97M-V/def2-TZVPD" lumo_ev=-9.19 e_homo_ev=-17.902 e_tot_ev=-65532.157 total_charge=+4 gap_ev=8.71 de_lowest_kcal_mol=2.3
S -1.173 16.342 -9.379
F -2.602 16.492 -7.122
F -0.470 16.143 -6.869
F -1.157 18.087 -7.465
O -0.521 11.224 -4.564
O 3.152 18.491 -12.689
O -1.432 14.902 -9.408
O -4.458 14.385 -7.965
O -0.444 19.023 -12.183
O 0.194 16.699 -9.699
O -3.126 13.647 -3.875
O -2.146 17.191 -10.048
N -3.600 13.736 -10.664
N -1.682 10.005 -6.577
N -5.368 12.199 -3.162
N 1.088 16.875 -12.383
N -3.230 19.072 -11.932
C -0.977 11.312 -6.940
C -1.947 14.297 -4.310
C 0.031 11.532 -5.832
C -2.558 19.536 -13.210
C -4.172 12.301 -2.205
C 0.577 19.472 -11.322
C -1.999 12.420 -7.183
C -5.360 13.789 -8.889
C 2.397 16.286 -12.866
C -5.056 14.590 -6.705
C -3.382 20.615 -13.920
C -2.876 12.657 -2.897
C 2.159 15.084 -13.769
C -1.144 19.996 -12.947
C 3.199 17.383 -13.551
C -5.917 13.188 -11.208
C -5.026 14.107 -10.334
C 3.904 19.597 -13.207
C 0.453 11.197 -3.521
C -1.404 16.786 -7.584
C -4.159 11.071 -1.322
H -5.346 12.707 -8.700
H 1.493 19.680 -11.880
H -6.395 14.110 -8.742
H -1.138 13.627 -4.605
H -5.146 11.643 -3.990
H -0.618 20.081 -13.901
H 2.883 15.996 -11.936
H -4.022 10.152 -1.894
H -5.976 12.161 -10.849
H -1.581 14.993 -3.550
H -6.040 15.070 -6.727
H 0.436 12.547 -5.747
H -2.633 18.665 -13.863
H -5.565 13.159 -3.453
H -3.272 19.880 -11.299
H 0.766 18.765 -10.515
H -4.352 20.234 -14.234
H -1.709 9.959 -5.545
H -2.840 18.304 -11.357
H -5.053 10.983 -0.702
H -6.908 13.592 -11.398
H 2.758 17.620 -14.528
H 1.331 14.448 -13.446
H 0.288 20.395 -10.799
H 3.042 14.457 -13.881
H -1.182 9.167 -6.896
H -1.435 13.301 -7.485
H 4.224 17.040 -13.716
H 0.278 16.600 -12.936
H -4.506 13.157 -1.610
H 0.010 11.010 -2.545
H 1.036 12.118 -3.493
H -5.441 13.103 -12.191
H -2.873 14.192 -10.060
H 0.864 16.672 -11.393
H 1.129 10.349 -3.666
H -0.464 11.065 -7.868
H -3.504 21.520 -13.323
H 4.958 19.329 -13.314
H -4.399 15.207 -6.100
H -2.582 12.626 -6.282
H -2.210 13.027 -2.114
H 0.942 10.955 -6.037
H -2.481 11.752 -3.369
H -6.197 11.762 -2.752
H -4.197 18.839 -12.163
H -3.311 13.993 -11.609
H 1.164 17.900 -12.492
H -5.144 15.155 -10.590
H -1.099 20.940 -12.395
H -5.249 13.627 -6.206
H 3.749 20.461 -12.575
H 1.890 15.394 -14.783
H 3.580 19.787 -14.238
H -2.751 12.229 -7.951
H -3.362 11.145 -0.579
H -2.589 9.889 -7.030
H -2.093 14.896 -5.209
H -2.809 20.882 -14.807
H -3.565 12.718 -10.601


6.
246
Properties=species:S:1:pos:R:3 method="wB97M-V/def2-TZVPD" lumo_ev=0.29 e_homo_ev=-8.034 e_tot_ev=-116402.346 total_charge=0 gap_ev=8.32
O 14.979 -10.027 19.774
O 7.396 -11.130 15.248
O 8.656 -13.270 8.135
O 16.793 -13.619 10.213
O 13.873 -11.075 14.349
O 13.130 -14.611 17.838
O 10.555 -11.114 17.870
O 8.913 -15.830 17.888
O 6.116 -15.987 12.595
O 20.131 -7.304 12.202
O 12.411 -11.994 12.004
O 9.760 -16.951 10.867
O 6.194 -18.836 8.767
O 15.064 -14.400 8.238
O 10.572 -16.431 13.715
O 16.118 -4.251 15.704
O 12.900 -10.001 7.846
O 7.562 -11.664 10.524
O 8.769 -9.453 6.279
N 18.312 -10.492 8.807
N 13.569 -14.862 21.611
N 8.071 -8.039 13.425
N 6.657 -18.466 19.347
N 11.298 -9.944 10.286
N 8.593 -8.672 9.902
N 7.978 -11.603 20.386
N 17.169 -7.751 9.871
N 7.275 -15.411 9.638
N 14.877 -6.673 16.273
N 8.313 -16.859 15.444
N 15.819 -9.540 16.280
C 6.524 -20.122 9.223
C 13.731 -15.054 19.073
C 17.785 -7.536 11.154
C 20.016 -5.900 12.499
C 14.801 -4.459 15.187
C 13.040 -8.762 11.481
C 14.017 -14.053 9.170
C 7.835 -12.591 11.525
C 13.639 -12.846 20.388
C 8.927 -9.717 7.655
C 7.381 -16.625 7.474
C 7.677 -14.659 14.770
C 13.154 -14.308 20.339
C 16.674 -14.251 11.480
C 9.376 -10.431 5.440
C 9.531 -9.783 13.905
C 19.305 -7.723 11.043
C 10.769 -17.647 10.249
C 4.726 -16.247 12.845
C 7.217 -9.763 14.937
C 16.082 -11.674 17.503
C 10.054 -13.669 8.024
C 10.263 -10.889 21.078
C 10.266 -15.551 17.847
C 12.637 -8.930 6.970
C 16.248 -2.928 16.189
C 6.662 -16.445 8.876
C 14.602 -5.980 15.037
C 6.714 -17.795 9.608
C 18.809 -12.726 8.172
C 15.144 -9.437 21.069
C 8.068 -9.441 13.687
C 13.192 -6.370 14.638
C 17.747 -11.873 8.840
C 7.079 -17.218 18.627
C 6.958 -11.491 16.563
C 15.081 -11.476 13.851
C 13.474 -9.650 9.161
C 17.536 -12.386 10.302
C 8.598 -16.900 18.783
C 13.944 -15.031 16.747
C 7.219 -16.101 14.815
C 9.158 -7.169 7.989
C 11.083 -11.818 16.817
C 17.026 -8.416 12.120
C 6.977 -16.702 13.423
C 8.430 -8.449 8.428
C 11.444 -13.006 12.264
C 11.755 -16.940 14.210
C 12.439 -9.016 10.133
C 15.611 -9.401 18.717
C 9.851 -11.931 18.759
C 9.255 -11.082 19.920
C 6.178 -16.087 19.280
C 15.407 -10.290 17.445
H 8.428 -10.644 7.938
H 13.538 -8.619 6.440
H 9.051 -12.437 18.219
H 17.554 -6.487 11.337
H 4.053 -15.919 12.053
H 5.648 -16.141 8.614
H 18.139 -10.048 7.917
H 11.263 -13.425 11.274
H 15.315 -12.452 14.275
H 7.884 -17.753 15.640
H 12.330 -16.259 14.837
H 7.638 -10.914 21.042
H 19.576 -8.751 10.801
H 10.584 -11.804 21.576
H 10.160 -7.106 8.414
H 13.083 -15.745 21.670
H 5.882 -11.318 16.606
H 13.429 -14.491 15.953
H 11.756 -12.619 17.122
H 6.845 -18.328 20.330
H 16.146 -13.611 12.187
H 8.192 -14.043 8.465
H 8.276 -12.381 20.957
H 8.679 -13.260 11.357
H 17.166 -11.647 17.393
H 13.439 -12.437 19.398
H 14.164 -14.643 10.075
H 6.460 -15.871 20.310
H 12.707 -11.631 12.842
H 16.967 -9.439 11.749
H 7.469 -9.083 15.750
H 16.190 -9.226 21.293
H 15.129 -8.452 18.480
H 16.804 -9.321 16.324
H 4.503 -17.292 13.060
H 13.272 -12.241 21.217
H 14.506 -8.558 21.161
H 8.526 -6.300 8.172
H 15.961 -8.184 12.120
H 7.603 -20.201 9.352
H 15.381 -8.633 16.211
H 11.928 -13.732 12.916
H 11.162 -10.369 20.748
H 15.664 -6.106 16.556
H 6.932 -17.192 17.547
H 9.684 -10.854 14.036
H 14.717 -12.790 20.543
H 14.331 -10.460 17.404
H 18.572 -13.785 8.276
H 18.451 -12.513 10.881
H 9.280 -11.444 5.833
H 15.918 -12.136 18.477
H 17.655 -7.237 9.149
H 11.230 -10.465 9.423
H 18.994 -5.627 12.760
H 5.121 -16.353 19.307
H 10.699 -12.816 7.814
H 9.054 -7.185 6.904
H 10.355 -14.665 17.219
H 14.069 -10.600 15.160
H 8.561 -16.419 16.318
H 7.259 -7.769 12.889
H 9.287 -17.726 18.607
H 16.691 -9.297 18.823
H 10.871 -16.417 17.578
H 12.064 -14.316 20.361
H 16.266 -7.299 9.856
H 5.671 -18.670 19.419
H 9.855 -16.640 14.319
H 13.909 -16.109 16.595
H 17.414 -8.260 13.127
H 13.532 -16.113 19.235
H 20.627 -5.643 13.364
H 7.954 -14.218 15.728
H 15.731 -2.700 17.122
H 9.014 -10.080 19.567
H 13.086 -14.345 8.683
H 16.073 -15.151 11.352
H 6.800 -15.440 10.528
H 10.056 -14.415 7.230
H 12.029 -8.101 9.704
H 6.293 -16.111 15.391
H 14.398 -9.089 9.025
H 14.148 -13.022 9.498
H 14.099 -4.142 15.958
H 9.822 -10.289 21.874
H 14.808 -14.890 19.039
H 19.832 -12.614 8.532
H 10.029 -16.786 11.774
H 15.249 -6.383 14.257
H 7.612 -15.677 6.988
H 14.950 -14.613 16.777
H 17.659 -14.494 11.879
H 8.811 -7.937 12.746
H 7.332 -10.791 17.310
H 9.986 -9.269 14.753
H 7.370 -8.359 8.194
H 8.213 -9.551 10.224
H 13.857 -9.408 11.804
H 10.015 -9.497 12.971
H 10.389 -12.271 16.109
H 7.833 -10.003 12.783
H 15.614 -12.236 16.695
H 16.054 -2.121 15.483
H 14.853 -10.158 21.833
H 11.640 -17.845 14.807
H 8.219 -15.595 9.947
H 16.916 -11.730 10.913
H 15.003 -11.739 12.796
H 10.564 -15.151 18.816
H 20.420 -5.235 11.735
H 10.498 -12.667 19.236
H 13.214 -14.382 22.426
H 10.316 -14.178 8.952
H 8.874 -16.589 19.791
H 9.577 -8.885 9.981
H 6.082 -20.374 10.187
H 17.308 -2.793 16.406
H 8.167 -12.065 12.419
H 12.304 -17.165 13.296
H 13.672 -7.875 11.437
H 10.476 -12.634 12.600
H 19.591 -7.158 10.156
H 14.699 -3.990 14.209
H 6.118 -17.769 10.521
H 6.161 -9.598 14.723
H 12.855 -5.855 13.739
H 7.844 -16.823 12.773
H 11.134 -18.442 10.899
H 8.346 -17.129 7.536
H 12.406 -8.546 12.340
H 8.476 -14.533 14.039
H 13.767 -10.628 9.542
H 6.332 -15.166 18.718
H 6.574 -17.712 13.499
H 15.922 -14.179 8.609
H 9.985 -9.877 7.863
H 10.482 -17.956 9.244
H 11.622 -17.011 10.011
H 7.027 -13.223 11.894
H 17.709 -9.940 9.401
H 11.599 -10.681 10.907
H 8.891 -10.314 4.471
H 12.194 -8.015 7.364
H 16.848 -11.877 8.224
H 7.739 -17.988 9.924
H 12.411 -6.034 15.321
H 7.190 -12.533 16.783
H 11.774 -11.127 16.332
H 6.084 -20.805 8.497
H 11.965 -9.302 6.197
H 14.056 -6.556 16.849
H 6.785 -17.143 6.722
H 15.869 -10.755 14.067
H 13.169 -7.445 14.463
H 6.829 -14.072 14.418
H 7.745 -12.144 9.713
H 10.418 -10.216 5.204
H 4.364 -15.687 13.707
H 18.792 -12.615 7.088


7.
6
Properties=species:S:1:pos:R:3 method="wB97M-V/def2-TZVPD" lumo_ev=3.62 e_homo_ev=-2.107 e_tot_ev=-23767.564 total_charge=-1 gap_ev=5.73 de_lowest_kcal_mol=16.1
S -1.410 -1.246 -1.162
S -2.226 -1.861 0.625
O 1.238 1.999 0.896
H 1.802 2.140 0.151
H -0.370 -2.193 -1.373
H 0.966 1.160 0.864


What did the fifth record say?
98
Properties=species:S:1:pos:R:3 method="wB97M-V/def2-TZVPD" lumo_ev=-9.19 e_homo_ev=-17.902 e_tot_ev=-65532.157 total_charge=+4 gap_ev=8.71 de_lowest_kcal_mol=2.3
S -1.173 16.342 -9.379
F -2.602 16.492 -7.122
F -0.470 16.143 -6.869
F -1.157 18.087 -7.465
O -0.521 11.224 -4.564
O 3.152 18.491 -12.689
O -1.432 14.902 -9.408
O -4.458 14.385 -7.965
O -0.444 19.023 -12.183
O 0.194 16.699 -9.699
O -3.126 13.647 -3.875
O -2.146 17.191 -10.048
N -3.600 13.736 -10.664
N -1.682 10.005 -6.577
N -5.368 12.199 -3.162
N 1.088 16.875 -12.383
N -3.230 19.072 -11.932
C -0.977 11.312 -6.940
C -1.947 14.297 -4.310
C 0.031 11.532 -5.832
C -2.558 19.536 -13.210
C -4.172 12.301 -2.205
C 0.577 19.472 -11.322
C -1.999 12.420 -7.183
C -5.360 13.789 -8.889
C 2.397 16.286 -12.866
C -5.056 14.590 -6.705
C -3.382 20.615 -13.920
C -2.876 12.657 -2.897
C 2.159 15.084 -13.769
C -1.144 19.996 -12.947
C 3.199 17.383 -13.551
C -5.917 13.188 -11.208
C -5.026 14.107 -10.334
C 3.904 19.597 -13.207
C 0.453 11.197 -3.521
C -1.404 16.786 -7.584
C -4.159 11.071 -1.322
H -5.346 12.707 -8.700
H 1.493 19.680 -11.880
H -6.395 14.110 -8.742
H -1.138 13.627 -4.605
H -5.146 11.643 -3.990
H -0.618 20.081 -13.901
H 2.883 15.996 -11.936
H -4.022 10.152 -1.894
H -5.976 12.161 -10.849
H -1.581 14.993 -3.550
H -6.040 15.070 -6.727
H 0.436 12.547 -5.747
H -2.633 18.665 -13.863
H -5.565 13.159 -3.453
H -3.272 19.880 -11.299
H 0.766 18.765 -10.515
H -4.352 20.234 -14.234
H -1.709 9.959 -5.545
H -2.840 18.304 -11.357
H -5.053 10.983 -0.702
H -6.908 13.592 -11.398
H 2.758 17.620 -14.528
H 1.331 14.448 -13.446
H 0.288 20.395 -10.799
H 3.042 14.457 -13.881
H -1.182 9.167 -6.896
H -1.435 13.301 -7.485
H 4.224 17.040 -13.716
H 0.278 16.600 -12.936
H -4.506 13.157 -1.610
H 0.010 11.010 -2.545
H 1.036 12.118 -3.493
H -5.441 13.103 -12.191
H -2.873 14.192 -10.060
H 0.864 16.672 -11.393
H 1.129 10.349 -3.666
H -0.464 11.065 -7.868
H -3.504 21.520 -13.323
H 4.958 19.329 -13.314
H -4.399 15.207 -6.100
H -2.582 12.626 -6.282
H -2.210 13.027 -2.114
H 0.942 10.955 -6.037
H -2.481 11.752 -3.369
H -6.197 11.762 -2.752
H -4.197 18.839 -12.163
H -3.311 13.993 -11.609
H 1.164 17.900 -12.492
H -5.144 15.155 -10.590
H -1.099 20.940 -12.395
H -5.249 13.627 -6.206
H 3.749 20.461 -12.575
H 1.890 15.394 -14.783
H 3.580 19.787 -14.238
H -2.751 12.229 -7.951
H -3.362 11.145 -0.579
H -2.589 9.889 -7.030
H -2.093 14.896 -5.209
H -2.809 20.882 -14.807
H -3.565 12.718 -10.601